{"formula": "CH6N5S", "method": "ωB97M-V with the def2-TZVPD basis set", "species": ["N", "N", "N", "N", "N", "C", "S", "H", "H", "H", "H", "H", "H"], "coordinates": [[1.530, -0.069, 0.400], [0.142, 0.573, 0.321], [-0.607, 0.111, 1.467], [-1.666, -0.712, 1.099], [-1.619, -0.932, -0.080], [-0.626, -0.126, -0.756], [-1.042, 1.308, -1.874], [1.714, -0.614, -0.442], [1.746, -0.595, 1.298], [2.238, 0.767, 0.366], [-0.421, 0.442, 2.400], [0.069, -0.852, -1.241], [-1.458, 0.699, -2.958]], "charge": 1, "relative_energy_kj_mol": 171.8, "smiles": "[NH3+]N1NN=N[C@H]1S", "gap_ev": 9.53, "homo_ev": -13.74}

{"formula": "C10H26N2O2PS2V", "method": "ωB97M-V with the def2-TZVPD basis set", "species": ["V", "C", "C", "O", "P", "S", "S", "O", "C", "C", "H", "H", "H", "H", "H", "H", "H", "H", "H", "H", "C", "N", "C", "C", "C", "N", "C", "C", "H", "H", "H", "H", "H", "H", "H", "H", "H", "H", "H", "H", "H", "H", "H", "H"], "coordinates": [[-0.725, -0.439, 0.762], [2.282, 4.799, 0.771], [1.661, 3.442, 0.978], [2.121, 2.575, -0.094], [1.486, 1.153, -0.343], [1.622, 0.013, 1.307], [-0.423, 1.250, -0.948], [2.344, 0.601, -1.536], [3.803, 0.532, -1.448], [4.417, 1.622, -2.289], [1.970, 5.466, 1.574], [1.967, 5.229, -0.179], [3.369, 4.732, 0.784], [0.571, 3.489, 0.937], [1.963, 2.990, 1.923], [4.060, -0.460, -1.813], [4.101, 0.602, -0.400], [4.089, 1.538, -3.324], [5.503, 1.528, -2.264], [4.144, 2.605, -1.910], [-3.300, -0.916, 2.169], [-2.916, -0.649, 0.770], [-3.666, 0.524, 0.282], [-3.203, -1.816, -0.093], [-2.215, -2.938, 0.160], [-0.821, -2.463, -0.001], [-0.445, -2.414, -1.431], [0.106, -3.376, 0.698], [-4.361, -1.174, 2.245], [-3.116, -0.026, 2.770], [-2.718, -1.741, 2.585], [-4.743, 0.339, 0.326], [-3.380, 0.740, -0.745], [-3.430, 1.390, 0.899], [-3.138, -1.478, -1.128], [-4.227, -2.173, 0.069], [-2.418, -3.777, -0.512], [-2.323, -3.316, 1.178], [-0.481, -3.419, -1.863], [0.564, -2.015, -1.522], [-1.116, -1.758, -1.981], [0.019, -4.392, 0.302], [-0.123, -3.399, 1.764], [1.125, -3.020, 0.567]], "charge": 1, "s_squared": 3.76, "relative_energy_kj_mol": 0.0, "gap_ev": [8.42, 9.30], "homo_ev": [-11.27, -12.21], "spin_multiplicity": 4}

{"formula": "C13H17N6NiOS", "method": "ωB97M-V with the def2-TZVPD basis set", "species": ["Ni", "C", "C", "N", "N", "C", "N", "S", "C", "C", "C", "C", "C", "N", "H", "H", "H", "H", "H", "H", "H", "H", "H", "N", "C", "N", "C", "C", "O", "C", "C", "H", "H", "H", "H", "H", "H", "H", "H"], "coordinates": [[-0.831, 0.278, -0.211], [-1.034, -2.465, -3.297], [-0.806, -1.309, -2.385], [-1.040, -1.330, -1.117], [-1.539, -2.444, -0.535], [-1.710, -2.297, 0.737], [-2.211, -3.328, 1.435], [-1.305, -0.845, 1.602], [-0.269, -0.054, -2.852], [0.092, 0.193, -4.165], [0.677, 1.414, -4.476], [0.889, 2.341, -3.470], [0.480, 2.024, -2.181], [-0.094, 0.868, -1.891], [-1.371, -3.324, -2.727], [-0.114, -2.721, -3.822], [-1.787, -2.215, -4.047], [-2.390, -4.201, 0.970], [-2.321, -3.266, 2.429], [-0.062, -0.558, -4.925], [0.974, 1.629, -5.493], [1.354, 3.294, -3.671], [0.602, 2.717, -1.359], [-1.273, 1.933, 0.449], [-1.839, 2.818, 0.921], [-2.444, 3.840, 1.460], [-3.142, 4.839, 0.634], [-3.011, 6.191, 1.318], [-3.481, 6.123, 2.647], [-2.703, 5.235, 3.424], [-2.817, 3.818, 2.887], [-4.196, 4.561, 0.549], [-2.693, 4.856, -0.358], [-3.620, 6.930, 0.800], [-1.964, 6.518, 1.302], [-3.086, 5.279, 4.442], [-1.653, 5.552, 3.423], [-3.846, 3.461, 2.980], [-2.151, 3.139, 3.416]], "charge": 1, "relative_energy_kj_mol": 16.6, "gap_ev": [7.45, 7.45], "homo_ev": [-11.14, -11.14]}

{"formula": "C25H26FeN4O4S", "method": "ωB97M-V with the def2-TZVPD basis set", "species": ["Fe", "C", "C", "N", "C", "S", "N", "N", "C", "C", "C", "C", "C", "C", "C", "N", "H", "H", "H", "H", "H", "H", "H", "H", "H", "H", "H", "H", "H", "C", "C", "O", "C", "C", "C", "C", "C", "C", "H", "H", "H", "H", "H", "H", "H", "H", "O", "C", "C", "C", "C", "C", "C", "C", "O", "O", "H", "H", "H", "H", "H"], "coordinates": [[0.611, 0.555, 0.412], [-3.924, -1.845, 3.901], [-2.502, -2.385, 3.947], [-1.487, -1.348, 3.864], [-1.091, -0.773, 2.706], [0.219, 0.352, 2.812], [-1.809, -1.080, 1.635], [-1.279, -0.557, 0.499], [-2.035, -0.485, -0.539], [-3.480, -0.864, -0.558], [-1.349, -0.053, -1.784], [-1.974, -0.073, -3.027], [-1.245, 0.277, -4.153], [0.087, 0.635, -4.015], [0.635, 0.641, -2.741], [-0.064, 0.316, -1.660], [-4.638, -2.657, 4.048], [-4.122, -1.376, 2.940], [-4.079, -1.107, 4.689], [-2.341, -3.103, 3.141], [-2.337, -2.905, 4.892], [-0.889, -1.181, 4.654], [-3.869, -0.839, 0.457], [-3.625, -1.875, -0.947], [-4.051, -0.176, -1.182], [-3.007, -0.374, -3.112], [-1.712, 0.260, -5.128], [0.695, 0.900, -4.868], [1.666, 0.921, -2.563], [-0.635, 3.860, -1.614], [-1.068, 3.208, -0.336], [-0.316, 2.470, 0.276], [-2.449, 3.409, 0.183], [-3.334, 4.307, -0.407], [-4.622, 4.437, 0.092], [-5.023, 3.662, 1.171], [-4.143, 2.762, 1.760], [-2.853, 2.634, 1.272], [0.379, 3.549, -1.851], [-0.664, 4.947, -1.512], [-1.313, 3.589, -2.425], [-3.025, 4.906, -1.253], [-5.311, 5.138, -0.360], [-6.029, 3.760, 1.557], [-4.460, 2.160, 2.601], [-2.149, 1.946, 1.724], [4.887, 1.893, -0.888], [5.301, 0.637, -0.628], [6.655, 0.350, -0.802], [7.130, -0.920, -0.546], [6.276, -1.932, -0.111], [4.937, -1.648, 0.059], [4.431, -0.373, -0.196], [2.982, -0.125, -0.008], [2.523, 1.068, -0.252], [2.200, -1.013, 0.370], [3.927, 1.916, -0.678], [7.310, 1.144, -1.134], [8.185, -1.128, -0.683], [6.656, -2.924, 0.091], [4.238, -2.403, 0.395]], "s_squared": 6.02, "relative_energy_kj_mol": 18.9, "gap_ev": [7.30, 7.33], "homo_ev": [-7.67, -7.69], "spin_multiplicity": 5}

{"formula": "C32H39AsF6N2O5P3PtS2", "method": "ωB97M-V with the def2-TZVPD basis set", "species": ["Pt", "N", "P", "C", "C", "C", "C", "C", "C", "C", "C", "C", "C", "C", "C", "P", "C", "C", "C", "C", "C", "C", "C", "C", "C", "C", "C", "C", "H", "H", "H", "H", "H", "H", "H", "H", "H", "H", "H", "H", "H", "H", "H", "H", "H", "H", "H", "H", "H", "C", "P", "C", "C", "H", "H", "H", "H", "H", "H", "H", "H", "H", "F", "C", "F", "F", "S", "O", "O", "N", "S", "O", "O", "C", "F", "F", "F", "C", "As", "C", "C", "O", "H", "H", "H", "H", "H", "H", "H", "H", "H"], "coordinates": [[0.563, 0.943, -0.120], [-2.260, 0.633, -0.135], [-1.378, 1.831, -0.928], [-1.722, 1.839, -2.695], [-0.764, 1.348, -3.576], [-1.038, 1.296, -4.935], [-2.267, 1.728, -5.410], [-3.226, 2.222, -4.532], [-2.955, 2.282, -3.177], [-1.979, 3.425, -0.334], [-1.604, 4.594, -0.997], [-1.980, 5.828, -0.490], [-2.739, 5.898, 0.672], [-3.122, 4.738, 1.329], [-2.736, 3.501, 0.833], [-1.097, -0.531, 0.568], [-1.689, -0.577, 2.284], [-0.776, -0.447, 3.326], [-1.216, -0.389, 4.640], [-2.574, -0.467, 4.921], [-3.490, -0.584, 3.885], [-3.051, -0.624, 2.570], [-1.699, -1.976, -0.355], [-1.380, -2.053, -1.711], [-1.805, -3.130, -2.469], [-2.562, -4.138, -1.881], [-2.886, -4.063, -0.536], [-2.452, -2.987, 0.232], [-3.219, 0.428, -0.393], [0.199, 1.016, -3.205], [-0.289, 0.921, -5.620], [-2.481, 1.688, -6.470], [-4.180, 2.566, -4.909], [-3.695, 2.686, -2.495], [-1.026, 4.535, -1.913], [-1.693, 6.734, -1.005], [-3.039, 6.862, 1.062], [-3.719, 4.797, 2.229], [-3.018, 2.589, 1.346], [0.280, -0.393, 3.092], [-0.502, -0.284, 5.447], [-2.919, -0.429, 5.945], [-4.549, -0.636, 4.101], [-3.777, -0.695, 1.768], [-0.785, -1.272, -2.174], [-1.546, -3.187, -3.518], [-2.900, -4.978, -2.473], [-3.481, -4.843, -0.077], [-2.710, -2.939, 1.282], [0.462, 3.168, 2.625], [1.530, 2.474, 1.340], [2.994, 1.926, 2.247], [2.037, 3.909, 0.351], [1.042, 3.857, 3.242], [0.078, 2.361, 3.250], [-0.375, 3.697, 2.173], [3.419, 2.776, 2.783], [3.727, 1.499, 1.567], [2.695, 1.156, 2.959], [2.814, 4.467, 0.877], [1.165, 4.547, 0.204], [2.419, 3.603, -0.619], [4.094, 2.025, -1.551], [4.472, 0.797, -1.940], [5.632, 0.519, -1.367], [4.599, 0.790, -3.254], [3.169, -0.387, -1.376], [3.185, -0.246, 0.065], [1.958, 0.138, -2.014], [3.479, -1.785, -1.940], [4.887, -2.524, -1.725], [5.882, -2.057, -2.637], [5.213, -2.711, -0.341], [4.394, -4.184, -2.349], [5.484, -4.935, -2.424], [3.536, -4.768, -1.500], [3.823, -4.115, -3.543], [0.055, -3.964, 2.904], [1.038, -3.204, 1.446], [2.865, -3.083, 1.957], [0.864, -4.331, -0.075], [0.521, -1.650, 1.069], [0.570, -4.870, 3.224], [-0.955, -4.209, 2.589], [0.022, -3.246, 3.723], [3.230, -4.065, 2.259], [2.946, -2.371, 2.777], [3.448, -2.726, 1.112], [1.313, -5.300, 0.132], [1.395, -3.846, -0.891], [-0.191, -4.436, -0.325]], "charge": 1, "s_squared": 2.01, "relative_energy_kj_mol": 18.6, "gap_ev": [7.93, 7.43], "homo_ev": [-9.81, -11.94], "spin_multiplicity": 3}

{"formula": "C41H52AsBr2N3O7Si2Tc", "method": "ωB97M-V with the def2-TZVPD basis set", "species": ["Tc", "C", "C", "C", "C", "C", "C", "C", "Br", "C", "O", "C", "C", "C", "C", "C", "C", "H", "H", "H", "H", "H", "H", "H", "H", "H", "H", "H", "H", "H", "H", "H", "H", "H", "H", "H", "H", "C", "O", "C", "C", "C", "Br", "C", "C", "C", "O", "C", "N", "C", "C", "C", "C", "C", "C", "N", "H", "H", "H", "H", "H", "H", "H", "H", "H", "H", "H", "O", "C", "O", "C", "C", "C", "N", "C", "C", "C", "O", "O", "H", "H", "H", "C", "Si", "C", "C", "As", "Si", "C", "C", "C", "H", "H", "H", "H", "H", "H", "H", "H", "H", "H", "H", "H", "H", "H", "H", "H", "H", "H"], "coordinates": [[0.493, -0.956, 0.476], [3.302, 5.702, -1.490], [3.049, 5.605, 0.014], [4.392, 5.769, 0.740], [2.105, 6.740, 0.430], [2.420, 4.266, 0.398], [2.043, 3.319, -0.540], [1.496, 2.134, -0.083], [0.878, 0.821, -1.332], [1.299, 1.810, 1.248], [0.816, 0.615, 1.602], [1.640, 2.780, 2.211], [2.190, 3.967, 1.748], [1.400, 2.510, 3.700], [2.225, 1.296, 4.157], [-0.096, 2.246, 3.938], [1.807, 3.701, 4.569], [3.810, 6.642, -1.713], [2.369, 5.690, -2.060], [3.937, 4.889, -1.846], [4.863, 6.711, 0.448], [5.073, 4.954, 0.487], [4.270, 5.781, 1.824], [2.530, 7.707, 0.150], [1.939, 6.747, 1.508], [1.135, 6.637, -0.062], [2.171, 3.480, -1.602], [2.466, 4.715, 2.478], [1.983, 0.407, 3.576], [2.021, 1.089, 5.211], [3.294, 1.496, 4.052], [-0.448, 1.391, 3.362], [-0.688, 3.120, 3.657], [-0.269, 2.043, 4.999], [2.874, 3.919, 4.486], [1.598, 3.464, 5.613], [1.246, 4.603, 4.315], [1.323, -2.508, 3.140], [0.239, -1.931, 2.377], [-1.026, -1.854, 2.926], [-1.369, -2.413, 4.136], [-2.678, -2.283, 4.589], [-3.145, -3.039, 6.251], [-3.631, -1.627, 3.844], [-3.281, -1.076, 2.611], [-1.975, -1.187, 2.153], [-1.602, -0.677, 0.954], [-4.244, -0.405, 1.735], [-3.896, 0.077, 0.565], [-5.048, 0.608, 0.003], [-5.246, 1.236, -1.224], [-6.525, 1.661, -1.519], [-7.587, 1.472, -0.618], [-7.401, 0.854, 0.602], [-6.109, 0.426, 0.889], [-5.563, -0.219, 1.990], [1.247, -2.193, 4.178], [2.238, -2.116, 2.710], [1.289, -3.592, 3.049], [-0.653, -2.968, 4.723], [-4.642, -1.552, 4.221], [-2.438, -0.272, 0.489], [-4.423, 1.378, -1.912], [-6.719, 2.150, -2.464], [-8.575, 1.820, -0.887], [-8.221, 0.708, 1.293], [-6.058, -0.509, 2.815], [6.301, -4.640, -0.336], [6.323, -3.453, 0.021], [7.250, -2.655, 0.231], [4.922, -2.791, 0.049], [4.785, -1.428, 0.275], [3.528, -0.859, 0.335], [2.425, -1.605, 0.184], [2.542, -2.926, -0.060], [3.764, -3.545, -0.136], [1.220, -3.623, -0.257], [1.122, -4.812, -0.396], [0.190, -2.777, -0.268], [5.683, -0.840, 0.415], [3.377, 0.196, 0.527], [3.836, -4.606, -0.334], [-4.180, -2.478, -2.509], [-2.873, -2.707, -3.821], [-2.640, -4.517, -4.176], [-3.404, -1.819, -5.371], [-0.974, -1.673, -2.914], [0.768, -2.637, -4.185], [0.993, -4.450, -3.833], [2.343, -1.731, -3.760], [0.383, -2.382, -5.995], [-5.152, -2.857, -2.836], [-4.290, -1.417, -2.267], [-3.899, -2.999, -1.590], [-3.595, -4.961, -4.471], [-2.268, -5.052, -3.300], [-1.930, -4.672, -4.992], [-4.310, -2.287, -5.768], [-2.635, -1.856, -6.143], [-3.623, -0.768, -5.166], [1.496, -4.617, -2.879], [1.605, -4.895, -4.623], [0.043, -4.982, -3.795], [2.577, -1.806, -2.693], [2.288, -0.670, -4.020], [3.176, -2.176, -4.311], [-0.439, -3.027, -6.315], [1.258, -2.626, -6.603], [0.101, -1.347, -6.203]], "s_squared": 3.76, "relative_energy_kj_mol": 63.7, "gap_ev": [6.64, 6.34], "homo_ev": [-7.57, -7.57], "spin_multiplicity": 4}